{
  "formula": "C7H13O2",
  "method": "the ωB97M-V functional and the def2-TZVPD basis",
  "relative_energy_kj_mol": 66.5,
  "gap_ev": 8.12,
  "fmax_ha_per_bohr": 0.062,
  "total_charge": 1,
  "molar_mass_da": 129.2,
  "homo_energy_ev": -14.23,
  "species": ["C", "C", "C", "C", "C", "C", "C", "O", "O", "H", "H", "H", "H", "H", "H", "H", "H", "H", "H", "H", "H", "H"],
  "coordinates": [[-0.59, -1.29, 1.63], [0.22, 1.48, 0.04], [-0.76, 0.97, 1.14], [0.26, 0.66, -1.19], [-0.03, -2.25, 2.59], [-0.84, -0.04, -1.76], [1.50, 0.75, -2.05], [-0.23, -0.02, 1.92], [-1.21, -1.65, 0.65], [-0.01, 2.52, -0.25], [1.18, 1.65, 0.67], [-0.96, 1.76, 1.79], [-1.72, 0.59, 0.84], [-0.51, -2.08, 3.61], [0.94, -1.72, 2.71], [-0.01, -3.28, 2.12], [-1.24, -0.76, -1.08], [-0.42, -0.59, -2.65], [-1.60, 0.68, -1.89], [1.21, 0.92, -3.10], [2.01, -0.28, -2.02], [2.16, 1.54, -1.77]],
  "mulliken_charge": [0.76, -0.63, -0.80, 0.93, -0.89, -1.06, -1.37, -0.39, -0.61, 0.47, 0.38, 0.43, 0.52, 0.30, 0.31, 0.29, 0.36, 0.41, 0.40, 0.42, 0.37, 0.42]
}

---

{
  "formula": "C4H11NO",
  "method": "the ωB97M-V functional and the def2-TZVPD basis",
  "relative_energy_kj_mol": 141.1,
  "gap_ev": 10.80,
  "fmax_ha_per_bohr": 0.125,
  "smiles": "CC(N)=O.CC",
  "total_charge": 0,
  "molar_mass_da": 89.1,
  "homo_energy_ev": -9.97,
  "species": ["C", "C", "H", "H", "H", "H", "H", "H", "C", "C", "O", "N", "H", "H", "H", "H", "H"],
  "coordinates": [[0.03, -1.38, -1.37], [0.24, -2.72, -2.14], [1.20, -1.20, -0.91], [-0.19, -0.50, -1.96], [-0.58, -1.57, -0.59], [0.74, -3.41, -1.43], [-0.69, -3.12, -2.41], [0.69, -2.66, -3.11], [-0.30, 2.74, 1.01], [-0.58, 1.58, 1.87], [-1.63, 1.48, 2.49], [0.40, 0.53, 1.89], [0.65, 3.10, 0.78], [-0.85, 3.72, 1.40], [0.41, -0.10, 2.67], [1.25, 0.90, 1.73], [-0.80, 2.64, 0.07]],
  "mulliken_charge": [-0.70, -1.00, 0.14, 0.34, 0.29, 0.27, 0.33, 0.33, -0.97, 0.58, -0.57, -0.42, 0.41, 0.27, 0.23, 0.21, 0.26]
}

---

{
  "formula": "C8H9NO5S",
  "method": "the ωB97M-V functional and the def2-TZVPD basis",
  "relative_energy_kj_mol": 918.5,
  "gap_ev": 7.81,
  "fmax_ha_per_bohr": 0.187,
  "smiles": "CCSCC1=C(CON=O)C(=O)OC1=O",
  "total_charge": 0,
  "molar_mass_da": 231.2,
  "homo_energy_ev": -9.49,
  "species": ["C", "C", "S", "C", "C", "C", "C", "O", "N", "O", "C", "O", "O", "C", "O", "H", "H", "H", "H", "H", "H", "H", "H", "H"],
  "coordinates": [[3.35, -1.12, 0.48], [1.97, -0.25, 0.24], [1.39, -0.67, -1.53], [0.28, 0.80, -1.97], [-0.50, 1.33, -0.63], [-1.37, 0.51, 0.26], [-1.78, -1.07, 0.26], [-3.06, -1.38, -0.42], [-2.96, -2.71, -0.74], [-3.12, -3.41, 0.25], [-1.89, 1.58, 1.41], [-2.35, 1.27, 2.63], [-1.78, 2.93, 0.76], [-0.50, 2.86, 0.04], [0.51, 3.74, -0.07], [3.26, -2.09, -0.17], [4.23, -0.46, 0.09], [3.52, -1.34, 1.63], [1.13, -0.59, 0.99], [2.11, 0.91, 0.39], [0.93, 1.72, -2.36], [-0.49, 0.57, -2.82], [-0.93, -1.77, -0.15], [-1.94, -1.38, 1.40]],
  "mulliken_charge": [-0.88, -0.24, -0.15, -0.49, 0.07, 0.28, -0.40, -0.14, 0.14, -0.23, 0.28, -0.51, -0.25, 0.40, -0.51, 0.27, 0.25, 0.30, 0.17, 0.30, 0.33, 0.35, 0.34, 0.33]
}

---

{
  "formula": "C21H25ClFN2O",
  "method": "the ωB97M-V functional and the def2-TZVPD basis",
  "relative_energy_kj_mol": 0.0,
  "gap_ev": 8.60,
  "fmax_ha_per_bohr": 0.043,
  "total_charge": 1,
  "molar_mass_da": 375.9,
  "homo_energy_ev": -11.12,
  "species": ["Cl", "C", "N", "C", "C", "N", "F", "C", "C", "C", "C", "H", "H", "H", "H", "H", "H", "H", "H", "H", "H", "H", "H", "H", "H", "C", "C", "C", "C", "C", "C", "C", "C", "C", "C", "C", "C", "O", "C", "C", "H", "H", "H", "H", "H", "H", "H", "H", "H", "H", "H"],
  "coordinates": [[0.83, -1.84, -5.93], [-0.64, -1.89, -4.86], [-0.31, -1.49, -3.46], [0.71, -2.45, -2.83], [0.95, -2.02, -1.41], [0.11, -0.84, -1.09], [0.87, -0.71, 1.97], [-1.31, -1.19, -1.24], [-1.59, -1.57, -2.67], [0.49, 0.29, -1.94], [0.22, -0.04, -3.38], [-1.39, -1.18, -5.26], [-1.02, -2.93, -4.84], [0.30, -3.46, -2.89], [1.62, -2.45, -3.44], [0.67, -2.80, -0.70], [1.99, -1.70, -1.27], [-1.49, -2.04, -0.56], [-1.88, -0.31, -0.91], [-2.32, -0.89, -3.12], [-2.00, -2.58, -2.75], [-0.11, 1.14, -1.59], [1.56, 0.46, -1.76], [1.10, 0.04, -4.01], [-0.55, 0.61, -3.81], [-1.79, -2.24, 4.96], [-2.41, -1.70, 3.83], [-1.78, -0.72, 3.09], [-0.55, -0.21, 3.57], [0.43, 0.43, 2.61], [-0.19, 1.53, 1.70], [0.63, 2.68, 1.22], [0.11, 3.53, 0.22], [0.86, 4.59, -0.25], [2.14, 4.84, 0.27], [2.66, 4.02, 1.29], [1.89, 2.95, 1.77], [-1.34, 1.41, 1.27], [0.16, -0.85, 4.61], [-0.50, -1.81, 5.34], [-2.30, -2.99, 5.56], [-3.41, -2.01, 3.53], [-2.17, -0.37, 2.13], [1.34, 0.81, 3.12], [-0.91, 3.33, -0.16], [0.47, 5.23, -1.06], [2.75, 5.66, -0.10], [3.64, 4.20, 1.73], [2.25, 2.32, 2.57], [1.22, -0.58, 4.70], [0.01, -2.20, 6.22]],
  "mulliken_charge": [-0.10, -0.42, -0.06, -0.51, -0.72, -0.08, -0.30, -0.50, -0.74, -0.22, -0.79, 0.39, 0.39, 0.41, 0.41, 0.35, 0.41, 0.43, 0.26, 0.44, 0.36, 0.04, 0.47, 0.36, 0.45, -0.38, -0.67, -0.41, 0.51, 0.31, 0.61, 0.60, -0.27, -0.67, -0.39, -0.74, -0.47, -0.68, -0.48, -0.59, 0.38, 0.37, 0.41, 0.19, 0.46, 0.38, 0.39, 0.42, 0.34, 0.31, 0.37]
}

---

{
  "formula": "C3H14O4",
  "method": "the ωB97M-V functional and the def2-TZVPD basis",
  "relative_energy_kj_mol": 35.9,
  "gap_ev": 11.04,
  "fmax_ha_per_bohr": 0.006,
  "smiles": "CC(C)O.O.O.O",
  "total_charge": 0,
  "molar_mass_da": 114.1,
  "homo_energy_ev": -10.62,
  "species": ["O", "H", "H", "O", "H", "H", "O", "H", "H", "C", "C", "C", "O", "H", "H", "H", "H", "H", "H", "H", "H"],
  "coordinates": [[3.07, 0.51, -0.89], [2.15, 0.51, -0.60], [3.15, 1.30, -1.44], [0.97, -2.33, 0.99], [0.65, -1.79, 0.27], [1.41, -1.71, 1.58], [0.10, -4.97, 1.86], [0.25, -4.08, 1.54], [0.97, -5.35, 1.95], [-1.92, 1.45, 0.52], [-1.00, 0.99, -0.59], [-0.71, 2.09, -1.60], [0.24, 0.48, -0.04], [-2.92, 1.64, 0.13], [-1.53, 2.37, 0.97], [-1.96, 0.69, 1.30], [-1.44, 0.13, -1.10], [0.12, 1.79, -2.23], [-0.50, 3.03, -1.10], [-1.57, 2.24, -2.26], [0.46, 1.01, 0.73]],
  "mulliken_charge": [-0.63, 0.40, 0.31, -0.67, 0.31, 0.29, -0.62, 0.39, 0.30, -1.42, 0.44, -1.27, -0.52, 0.40, 0.39, 0.37, 0.23, 0.32, 0.30, 0.38, 0.31]
}

---

{
  "formula": "C4H2N2O",
  "method": "the ωB97M-V functional and the def2-TZVPD basis",
  "relative_energy_kj_mol": 266.1,
  "gap_ev": 12.06,
  "fmax_ha_per_bohr": 0.170,
  "smiles": "N#C[C@H]1O[C@@H]1C#N",
  "total_charge": 0,
  "molar_mass_da": 94.1,
  "homo_energy_ev": -11.98,
  "species": ["C", "C", "C", "C", "H", "H", "N", "N", "O"],
  "coordinates": [[1.85, -0.21, 0.28], [0.47, 0.29, 0.64], [-0.48, -0.19, -0.33], [-1.90, -0.41, -0.05], [0.30, 0.98, 1.56], [-0.10, -1.04, -1.06], [2.92, -0.53, -0.13], [-3.11, -0.24, 0.16], [0.18, 1.06, -0.49]],
  "mulliken_charge": [0.07, 0.25, 0.16, 0.02, 0.33, 0.30, -0.40, -0.40, -0.34]
}

---

{
  "formula": "C30H44N6P2V",
  "method": "the ωB97M-V functional and the def2-TZVPD basis",
  "relative_energy_kj_mol": 37.0,
  "gap_ev": [5.81, 6.32],
  "fmax_ha_per_bohr": 0.033,
  "s_squared": 0.83,
  "total_charge": 4,
  "molar_mass_da": 601.6,
  "homo_energy_ev": [-19.65, -19.65],
  "spin_multiplicity": 2,
  "species": ["V", "C", "C", "N", "C", "C", "N", "C", "C", "N", "C", "C", "N", "C", "C", "C", "C", "C", "C", "C", "N", "H", "H", "H", "H", "H", "H", "H", "H", "H", "H", "H", "H", "H", "H", "H", "H", "H", "H", "H", "H", "H", "H", "H", "C", "P", "C", "C", "C", "C", "C", "C", "C", "P", "C", "C", "H", "H", "H", "H", "H", "H", "H", "H", "H", "H", "H", "H", "H", "H", "H", "H", "C", "C", "C", "N", "C", "C", "H", "H", "H", "H", "H"],
  "coordinates": [[-0.66, -0.56, 0.13], [-1.02, -1.44, -4.16], [-1.05, -0.95, -2.76], [-0.44, -1.46, -1.74], [0.34, -2.71, -1.90], [1.29, -2.86, -0.73], [0.73, -2.22, 0.51], [0.13, -3.23, 1.42], [-1.17, -3.70, 0.84], [-2.04, -2.53, 0.53], [-3.03, -2.22, 1.62], [-2.54, -1.01, 2.40], [-2.21, -0.07, 1.31], [-3.07, 0.82, 0.93], [-4.18, 1.36, 1.75], [-2.96, 1.11, -0.52], [-3.83, 1.84, -1.30], [-3.72, 1.75, -2.69], [-2.80, 0.87, -3.24], [-1.96, 0.16, -2.40], [-2.00, 0.34, -1.08], [-0.29, -2.22, -4.35], [-0.84, -0.62, -4.86], [-2.01, -1.85, -4.41], [0.91, -2.72, -2.82], [-0.37, -3.54, -1.96], [2.22, -2.36, -0.96], [1.51, -3.91, -0.55], [1.54, -1.83, 0.99], [-0.04, -2.77, 2.39], [0.81, -4.06, 1.57], [-1.67, -4.38, 1.55], [-1.01, -4.28, -0.07], [-2.57, -2.76, -0.30], [-3.19, -3.08, 2.27], [-3.99, -1.98, 1.16], [-1.65, -1.26, 2.97], [-3.29, -0.64, 3.09], [-3.94, 1.40, 2.81], [-5.07, 0.72, 1.64], [-4.47, 2.35, 1.41], [-4.60, 2.46, -0.85], [-4.38, 2.32, -3.32], [-2.76, 0.72, -4.32], [1.31, -1.06, 3.57], [0.58, 0.14, 2.41], [-0.44, 1.14, 3.56], [1.92, 1.23, 1.92], [3.08, 1.39, 2.68], [4.00, 2.37, 2.35], [3.77, 3.21, 1.27], [2.63, 3.06, 0.49], [1.71, 2.06, 0.81], [0.17, 1.85, -0.10], [-0.84, 3.22, 0.57], [0.35, 2.38, -1.83], [2.10, -1.67, 3.13], [0.55, -1.70, 4.01], [1.73, -0.47, 4.39], [0.25, 1.76, 4.13], [-0.97, 0.49, 4.25], [-1.15, 1.78, 3.05], [3.28, 0.76, 3.54], [4.90, 2.49, 2.94], [4.48, 3.99, 1.02], [2.47, 3.72, -0.35], [-0.25, 4.12, 0.38], [-1.00, 3.15, 1.64], [-1.79, 3.33, 0.05], [1.26, 2.97, -1.92], [-0.50, 3.01, -2.09], [0.43, 1.55, -2.52], [4.77, 0.22, -2.90], [4.76, 0.19, -1.52], [3.55, 0.03, -0.86], [2.37, -0.11, -1.49], [2.41, -0.10, -2.83], [3.57, 0.06, -3.58], [5.70, 0.35, -3.45], [5.68, 0.29, -0.95], [3.54, -0.01, 0.22], [1.47, -0.23, -3.35], [3.52, 0.06, -4.66]],
  "mulliken_charge": [0.20, -1.83, 0.03, 1.27, -1.20, -1.56, -0.43, -0.39, -1.01, 0.05, -1.25, -0.79, 1.24, 0.10, -1.95, 0.07, -0.44, -1.23, -0.70, 0.16, 1.04, 0.38, 0.51, 0.47, 0.89, 0.55, 0.48, 0.56, 0.05, -0.07, 0.51, 0.57, 0.30, 0.30, 0.53, 0.48, 0.14, 0.76, 0.46, 0.33, 0.64, 0.56, 0.54, 0.62, -1.73, 1.64, -1.19, 0.39, -0.83, -0.93, -1.05, -1.15, 0.17, 1.92, -1.22, -1.33, 0.45, 0.45, 0.70, 0.50, 0.48, 0.17, 0.46, 0.53, 0.51, 0.47, 0.55, 0.31, 0.57, 0.62, 0.50, 0.15, -0.61, -1.01, 0.04, 0.48, 0.15, -1.19, 0.45, 0.54, 0.34, 0.24, 0.52]
}

---

{
  "formula": "C6H8",
  "method": "the ωB97M-V functional and the def2-TZVPD basis",
  "relative_energy_kj_mol": 218.6,
  "gap_ev": 9.85,
  "fmax_ha_per_bohr": 0.097,
  "total_charge": 0,
  "molar_mass_da": 80.1,
  "homo_energy_ev": -8.70,
  "species": ["C", "C", "C", "C", "C", "C", "H", "H", "H", "H", "H", "H", "H", "H"],
  "coordinates": [[-0.53, 0.85, 0.77], [0.37, 0.73, -0.46], [1.25, -0.18, 0.29], [-0.18, -0.67, 0.77], [-0.82, -1.07, -0.55], [-0.54, -0.05, -1.43], [0.02, 1.33, 1.61], [-1.56, 1.08, 0.67], [0.81, 1.60, -0.94], [1.85, -0.85, -0.13], [1.74, 0.46, 1.10], [-0.14, -1.40, 1.56], [-1.41, -2.01, -0.81], [-0.85, 0.18, -2.45]],
  "mulliken_charge": [-0.68, -0.19, -0.74, -0.36, -0.37, -0.53, 0.24, 0.34, 0.47, 0.43, 0.21, 0.47, 0.31, 0.40]
}